Entry 1:
{"formula": "C18H31N5O3S", "method": "wB97M-V/def2-TZVPD", "symbols": ["S", "O", "O", "O", "N", "N", "N", "N", "N", "C", "C", "C", "C", "C", "C", "C", "C", "C", "C", "C", "C", "C", "C", "C", "C", "C", "C", "H", "H", "H", "H", "H", "H", "H", "H", "H", "H", "H", "H", "H", "H", "H", "H", "H", "H", "H", "H", "H", "H", "H", "H", "H", "H", "H", "H", "H", "H", "H"], "positions_angstrom": [[1.302, 1.723, -2.773], [4.031, -1.002, -1.227], [-0.290, -0.726, 1.902], [-0.827, 1.858, 1.207], [-0.714, 0.880, -3.883], [-3.265, 0.390, -1.176], [0.366, 1.219, 0.927], [-0.259, 1.943, -3.350], [1.863, -1.508, -0.846], [-4.358, 1.317, -0.924], [2.171, -1.808, 3.555], [2.538, -0.803, -3.089], [-2.808, 2.826, 0.342], [0.159, -0.168, -3.855], [-1.723, 1.807, 0.079], [2.370, 0.680, 3.597], [2.047, -0.465, 1.386], [-2.311, 0.415, -0.080], [-3.843, 2.740, -0.776], [2.689, -0.585, 2.795], [2.083, -1.761, 0.569], [2.887, -1.103, -1.632], [-3.776, -0.952, -1.421], [1.361, 0.103, -3.269], [4.208, -0.686, 2.631], [-2.713, -1.924, -1.909], [0.595, -0.019, 1.469], [-1.507, -0.291, -0.284], [2.708, 1.577, 3.071], [4.505, -1.563, 2.056], [0.922, -1.474, -1.204], [-2.377, 3.827, 0.410], [-0.133, -1.110, -4.296], [3.434, -0.375, -3.533], [-4.550, -0.865, -2.186], [2.454, -2.738, 3.058], [4.608, 0.194, 2.123], [3.053, -2.245, 0.665], [-2.769, 0.113, 0.878], [1.136, 1.869, 0.869], [-3.392, 3.050, -1.722], [2.610, -1.826, 4.555], [-3.181, -2.855, -2.232], [1.300, 0.775, 3.792], [-4.678, 3.414, -0.571], [2.625, 0.284, 0.833], [4.682, -0.756, 3.612], [-4.912, 1.029, -0.010], [1.087, -1.786, 3.651], [-3.273, 2.598, 1.306], [-4.264, -1.357, -0.517], [-1.167, 2.075, -0.825], [2.882, 0.650, 4.560], [1.311, -2.441, 0.926], [-5.058, 1.256, -1.760], [-1.996, -2.179, -1.127], [-2.177, -1.492, -2.755], [2.335, -1.749, -3.596]], "homo_energy_ev": -8.56, "charge": 0, "de_lowest_ev": 0.171, "smiles": "CCN1CCC[C@@H](ONC(=O)[C@H](CNC(=O)Cc2cnns2)C(C)(C)C)C1", "homo_lumo_gap_ev": 8.71, "multiplicity": 1, "lumo_energy_ev": 0.15}

Entry 2:
{"formula": "C18H32BN2O2P2Y", "method": "wB97M-V/def2-TZVPD", "symbols": ["Y", "P", "P", "O", "O", "N", "N", "C", "C", "C", "C", "C", "C", "C", "C", "C", "C", "C", "C", "C", "C", "C", "C", "C", "C", "B", "H", "H", "H", "H", "H", "H", "H", "H", "H", "H", "H", "H", "H", "H", "H", "H", "H", "H", "H", "H", "H", "H", "H", "H", "H", "H", "H", "H", "H", "H", "H", "H"], "positions_angstrom": [[0.015, 0.186, 0.801], [0.929, -2.392, 0.337], [-1.642, 1.916, -0.556], [-0.371, -2.979, -3.106], [-1.334, -0.504, -3.462], [0.404, 1.036, 2.869], [-1.918, -1.154, 0.112], [2.691, 1.821, -0.981], [1.949, 1.369, 0.108], [1.473, -2.762, 2.053], [4.277, 2.814, 0.575], [2.420, 1.530, 1.401], [1.687, 0.885, 2.588], [-4.267, -1.254, -0.487], [2.321, -2.914, -0.729], [-0.589, -3.236, 0.013], [-3.096, -0.549, -0.193], [-4.236, -2.651, -0.537], [-3.013, -3.284, -0.346], [-3.215, 0.967, -0.181], [-1.852, 2.611, -2.203], [3.577, 2.286, 1.644], [3.816, 2.626, -0.746], [-1.616, 3.330, 0.581], [-1.843, -2.538, -0.043], [1.546, 2.064, 4.009], [-0.945, -0.198, -4.307], [3.931, 2.363, 2.678], [-2.903, -4.371, -0.434], [-1.995, 1.793, -2.929], [-0.689, 3.892, 0.392], [2.194, 0.198, 3.323], [0.880, 0.001, -1.620], [-2.690, 3.326, -2.271], [2.707, -3.920, -0.496], [0.593, 2.140, 4.727], [1.747, -3.824, 2.162], [2.408, 1.546, -2.006], [-1.025, -1.449, -3.377], [2.534, 1.708, 4.716], [-5.149, -3.232, -0.728], [2.040, -2.870, -1.793], [-0.607, -4.326, -0.105], [0.118, 0.018, -1.678], [-3.948, 1.316, -0.932], [4.322, 3.123, -1.598], [0.659, -2.512, 2.753], [1.914, 3.210, 3.570], [5.193, 3.342, 0.744], [-0.408, -3.257, -2.162], [-1.569, 3.005, 1.631], [-0.916, 3.137, -2.469], [-3.566, 1.336, 0.805], [-5.188, -0.694, -0.663], [-2.475, 3.996, 0.418], [3.137, -2.183, -0.579], [2.333, -2.115, 2.303], [-0.751, -3.720, -3.595]], "homo_energy_ev": -7.06, "charge": 0, "homo_lumo_gap_ev": 7.41, "multiplicity": 1, "lumo_energy_ev": 0.35}

Entry 3:
{"formula": "C18H32BN8OV", "method": "wB97M-V/def2-TZVPD", "symbols": ["V", "O", "N", "N", "N", "N", "N", "N", "N", "N", "C", "C", "C", "C", "C", "C", "C", "C", "C", "C", "C", "C", "C", "C", "C", "C", "C", "C", "B", "H", "H", "H", "H", "H", "H", "H", "H", "H", "H", "H", "H", "H", "H", "H", "H", "H", "H", "H", "H", "H", "H", "H", "H", "H", "H", "H", "H", "H", "H", "H", "H"], "positions_angstrom": [[-0.119, -0.571, -1.103], [0.146, -2.450, 0.182], [0.117, -2.939, -2.557], [-0.193, 2.112, -0.486], [1.437, -0.118, -0.184], [1.189, 0.632, 0.904], [-0.199, 1.324, -1.593], [-1.355, 0.537, 1.010], [-1.613, -0.242, -0.050], [-0.350, -1.622, -2.803], [2.721, -0.474, -0.206], [-0.194, 2.121, -2.668], [-3.433, -1.592, -1.016], [-3.411, -0.256, 1.226], [1.424, -4.018, 1.405], [-0.181, 3.411, -0.856], [3.294, -1.278, -1.318], [-2.851, -0.728, 0.044], [2.463, 1.508, 2.877], [-2.437, 0.544, 1.820], [-0.159, 4.590, 0.038], [2.335, 0.754, 1.611], [-0.196, 1.679, -4.087], [-2.549, 1.289, 3.090], [-0.189, 3.446, -2.242], [0.467, -2.886, 1.281], [3.330, 0.059, 0.929], [-0.101, -2.332, 2.553], [-0.123, 1.476, 0.918], [-4.508, -1.666, -0.883], [-4.392, -0.461, 1.602], [4.359, -0.039, 1.212], [0.932, -4.862, 1.884], [-0.183, 4.322, -2.858], [0.232, -1.252, -3.569], [4.035, -0.692, -1.864], [2.252, -3.738, 2.054], [-2.663, 2.354, 2.892], [-1.117, -2.712, 2.670], [1.574, 1.396, 3.492], [-0.161, 5.493, -0.569], [-3.426, 0.956, 3.638], [0.678, 2.084, -4.597], [2.607, 2.569, 2.670], [-0.478, -3.418, -1.881], [-0.156, -1.245, 2.492], [0.190, -3.508, -3.401], [0.735, 4.597, 0.658], [3.334, 1.158, 3.426], [-1.670, 1.155, 3.714], [-0.186, 0.595, -4.181], [-1.338, -1.577, -3.122], [-0.133, 2.279, 1.772], [-1.030, 4.613, 0.689], [-1.079, 2.073, -4.591], [3.802, -2.162, -0.937], [-3.009, -2.597, -0.973], [2.505, -1.593, -2.009], [0.474, -2.638, 3.422], [1.799, -4.309, 0.426], [-3.254, -1.153, -2.002]], "homo_energy_ev": [-14.80, -14.80], "charge": 2, "de_lowest_ev": 1.547, "homo_lumo_gap_ev": [8.15, 8.77], "multiplicity": 3, "s_squared": 2.012, "lumo_energy_ev": [-6.65, -6.03]}

Calculated total energy, record by record: -43596.5265, -46553.7548, -59506.7545 eV
Maximum force, record by record: 0.060, 2.772, 2.216 eV/Å